Computed, not measured: C4H2Cl4 in the gas phase at a distorted geometry, with the ωB97M-V functional and the def2-TZVPD basis.

Values from the calculation:
lowest unoccupied orbital energy (spin up / spin down): -1.67 / -0.87 eV
DFT total energy: -54265.305 eV
frontier orbital gap (spin up / spin down): 7.1 / 8.9 eV
ΔE to the lowest compared entry with this formula, charge and spin: 314.53 kJ/mol

```
! RIJCOSX wB97M-V def2-TZVPD def2/J DEFGRID3
* xyz 0 1
Cl 2.10 0.99 -1.02
Cl -1.33 1.01 -1.94
C -0.79 -0.53 0.40
C 0.69 -0.82 0.48
C -1.62 0.76 -0.30
Cl -1.77 2.17 0.63
Cl 3.29 -1.25 0.41
H -1.17 -0.52 1.42
C 1.83 -0.42 0.03
H -1.23 -1.38 -0.12
*
```